Entry 1:
Below is a molecular structure, C29H20AgN4, with properties calculated with ωB97M-V/def2-TZVPD.

Last column: natural (NBO) charge in e.
CARTESIAN COORDINATES (ANGSTROEM)
Ag: 0.33053 0.01950 -1.03059  0.726
C: 0.01932 -4.39637 0.36092  -0.279
C: -0.28089 -3.05358 0.08802  0.038
N: 0.58272 -2.07910 0.24161  -0.447
C: 1.83491 -2.35318 0.67338  0.202
C: 2.25118 -3.68664 0.91836  -0.097
C: 1.28911 -4.70751 0.76410  -0.147
C: 3.58981 -3.95716 1.28732  -0.294
C: 4.46509 -2.90844 1.36843  -0.175
C: 4.06843 -1.57798 1.16357  -0.326
C: 2.74435 -1.22596 0.87039  0.200
N: 2.17820 -0.01602 0.71856  -0.635
C: 2.62145 1.16176 1.19666  0.196
C: 3.80269 1.46339 1.88688  -0.334
C: 4.09662 2.75229 2.35898  -0.180
C: 3.25239 3.81078 2.17419  -0.284
C: 2.02304 3.57968 1.51303  -0.097
C: 1.07541 4.60624 1.31522  -0.161
C: -0.11244 4.33278 0.69690  -0.275
C: -0.35748 3.01577 0.27870  0.044
N: 0.50213 2.04116 0.44992  -0.453
C: 1.69484 2.28347 1.03737  0.204
H: -0.73787 -5.15863 0.22994  0.206
H: -1.26024 -2.77207 -0.28640  0.190
H: 1.58150 -5.73354 0.95894  0.199
H: 3.89937 -4.97953 1.46688  0.195
H: 5.50759 -3.09351 1.60466  0.195
H: 4.84656 -0.83507 1.19487  0.202
H: 4.53142 0.70365 2.10317  0.201
H: 5.03687 2.89614 2.88077  0.193
H: 3.49212 4.80645 2.52764  0.192
H: 1.31073 5.60617 1.66393  0.198
H: -0.85529 5.10250 0.53011  0.205
H: -1.28004 2.74656 -0.22727  0.205
C: -4.71204 -0.11133 -1.11078  -0.294
C: -4.79895 -0.40414 -2.46404  -0.179
C: -3.70964 -0.14533 -3.27301  -0.257
C: -2.54588 0.40878 -2.72400  0.211
N: -2.46813 0.67793 -1.41441  -0.437
C: -3.52183 0.42229 -0.64563  0.040
C: -1.36684 0.69074 -3.57562  -0.066
C: -1.59553 1.14801 -4.87851  -0.244
C: -0.53946 1.39350 -5.73813  -0.269
C: 0.75436 1.17064 -5.28632  -0.215
C: 0.97014 0.72915 -3.98705  -0.271
C: -0.06588 0.47551 -3.07326  -0.400
H: -5.53620 -0.29746 -0.43496  0.207
H: -5.69976 -0.84015 -2.87927  0.203
H: -3.73860 -0.39334 -4.32513  0.214
H: -3.40048 0.65645 0.40834  0.187
H: -2.60871 1.34444 -5.21682  0.189
H: -0.72113 1.76091 -6.74154  0.192
H: 1.59814 1.34983 -5.94517  0.190
H: 1.99748 0.58049 -3.66962  0.194

Values from the calculation:
Total charge = -1

Entry 2:
Below is 2 unconnected molecules or ions with the total composition C17H31ClFN3O in a non-equilibrium geometry, with properties calculated with ωB97M-V/def2-TZVPD.

Last column: natural (NBO) charge in e.
CARTESIAN COORDINATES (ANGSTROEM)
Cl: -12.43372 5.80651 -0.58055  0.041
C: -11.12562 6.46997 -1.65764  -0.218
N: -9.77413 6.30462 -1.06254  -0.205
C: -9.68207 7.07642 0.25136  -0.250
C: -8.31655 6.91636 0.83054  -0.272
N: -7.49963 6.11940 -0.12025  0.148
F: -6.08970 5.98303 0.48313  -0.217
C: -7.37573 6.73752 -1.46445  -0.264
C: -8.75502 6.88194 -2.03152  -0.248
C: -8.01949 4.74594 -0.27550  -0.270
C: -9.40546 4.83610 -0.83267  -0.251
H: -11.21755 5.93478 -2.61023  0.265
H: -11.34968 7.53499 -1.78962  0.260
H: -9.92513 8.12175 0.02423  0.260
H: -10.47516 6.68413 0.89531  0.282
H: -7.83305 7.88461 0.98630  0.279
H: -8.35003 6.36432 1.77280  0.272
H: -6.85498 7.69336 -1.36354  0.279
H: -6.76832 6.04318 -2.05352  0.269
H: -8.85914 6.34014 -2.97782  0.265
H: -9.01505 7.93124 -2.21549  0.265
H: -7.32416 4.24036 -0.95878  0.269
H: -7.98265 4.26562 0.70540  0.278
H: -10.16059 4.41429 -0.16282  0.282
H: -9.47860 4.32925 -1.80074  0.263
C: -1.12523 6.22768 3.88425  -0.390
C: -0.23277 7.09035 2.98929  -0.397
C: -0.65695 7.19519 1.50740  -0.463
C: -2.03652 6.70126 1.11624  0.233
N: -2.31473 6.73832 -0.23502  -0.399
C: -1.29942 7.28930 -1.12477  -0.245
C: -1.92729 7.59260 -2.46982  -0.079
O: -2.51081 6.40868 -3.02207  -0.507
C: -3.62478 6.01173 -2.22363  -0.070
C: -3.26456 5.76237 -0.76195  -0.244
C: -2.94878 6.30440 2.07225  -0.254
C: -2.62405 6.41702 3.52998  -0.438
H: -0.81150 5.18147 3.82674  0.207
H: -0.96272 6.51364 4.93262  0.223
H: -0.20785 8.10011 3.42144  0.207
H: 0.79947 6.71737 3.02373  0.227
H: -0.51525 8.24967 1.22036  0.230
H: 0.09123 6.64245 0.91197  0.227
H: -0.89664 8.23774 -0.74951  0.227
H: -0.46914 6.56991 -1.26418  0.205
H: -2.68316 8.38424 -2.32014  0.160
H: -1.18029 7.92171 -3.20043  0.223
H: -4.41142 6.78698 -2.27617  0.123
H: -3.99420 5.08822 -2.69137  0.200
H: -2.83088 4.74337 -0.68908  0.206
H: -4.19382 5.77163 -0.18176  0.201
H: -3.97370 6.03382 1.83006  0.179
H: -3.23991 5.73642 4.12846  0.216
H: -2.87204 7.44043 3.85868  0.208

Values from the calculation:
Total charge = +2

no.,HOMO energy (Eh),LUMO (eV)
1,-0.1241,2.91
2,-0.4307,-8.37